{"formula": "C46H76BClF9N2O8Si", "method": "wB97M-V/def2-TZVPD", "elements": ["C", "C", "O", "C", "C", "O", "C", "C", "Si", "C", "C", "C", "N", "C", "F", "F", "C", "F", "F", "C", "F", "F", "C", "F", "F", "F", "C", "N", "C", "C", "C", "C", "C", "Cl", "C", "C", "B", "O", "C", "C", "C", "C", "C", "H", "H", "H", "H", "H", "H", "H", "H", "H", "H", "H", "H", "H", "H", "H", "H", "H", "H", "H", "H", "H", "H", "H", "H", "H", "H", "H", "H", "H", "H", "H", "H", "H", "H", "H", "H", "C", "C", "C", "O", "C", "H", "H", "H", "H", "H", "H", "H", "H", "C", "C", "C", "O", "C", "H", "H", "H", "H", "H", "H", "H", "H", "C", "C", "C", "O", "C", "H", "H", "H", "H", "H", "H", "H", "H", "C", "C", "C", "O", "C", "H", "H", "H", "H", "H", "H", "H", "H", "C", "C", "C", "O", "C", "H", "H", "H", "H", "H", "H", "H", "H"], "xyz": [[5.063174, -0.591476, -0.184929], [4.532759, -1.327372, -1.394049], [3.822434, -0.448565, -2.250177], [2.789265, -1.088448, -2.970690], [1.579022, -1.300094, -2.059100], [0.368198, -0.890608, -2.723489], [-0.679562, -0.859622, -1.854980], [-1.464328, -1.994978, -1.779699], [-1.012095, -3.406605, -3.058341], [-0.152500, -2.790806, -4.626710], [0.204101, -4.650795, -2.299528], [-2.418965, -4.387248, -3.826724], [-2.470454, -1.992591, -0.786647], [-3.259407, -3.215233, -0.650639], [-3.808221, -3.517387, -1.819365], [-4.340135, -3.057949, 0.163522], [-2.496178, -4.403885, 0.019795], [-2.266618, -5.416775, -0.803702], [-1.305758, -3.930437, 0.448307], [-3.185872, -4.985758, 1.292108], [-3.327213, -4.069084, 2.247171], [-2.289107, -5.879082, 1.751541], [-4.515506, -5.781809, 1.016624], [-4.906231, -5.619948, -0.239398], [-4.342810, -7.063825, 1.246118], [-5.461949, -5.331596, 1.826360], [-2.660915, -0.940868, 0.045339], [-3.576079, -0.997984, 1.099087], [-1.915788, 0.250574, -0.085819], [-2.143162, 1.382798, 0.761037], [-3.196135, 1.508782, 1.838381], [-2.833492, 0.818947, 3.180733], [-1.422130, 0.265302, 3.254491], [-3.072530, 1.915470, 4.555621], [-1.339314, 2.489825, 0.599865], [-0.342639, 2.597220, -0.383331], [0.438127, 3.989796, -0.376810], [0.539744, 4.766546, -1.485622], [1.044579, 4.530139, 0.966285], [0.054435, 5.594099, 1.524139], [-0.113906, 1.530401, -1.248425], [0.939778, 1.714495, -2.323328], [-0.879381, 0.337321, -1.077231], [5.319869, 0.437563, -0.418646], [5.942878, -1.105692, 0.186528], [4.345375, -0.565212, 0.634713], [5.388319, -1.762126, -1.913493], [3.929695, -2.171028, -1.046372], [3.143029, -2.016080, -3.417551], [2.510378, -0.388120, -3.752835], [1.731561, -0.732839, -1.141329], [1.507118, -2.344481, -1.765166], [-0.599334, -1.885384, -5.023814], [0.897429, -2.626558, -4.414201], [-0.187848, -3.575990, -5.376711], [0.620024, -4.343056, -1.345299], [1.048689, -4.761898, -2.977640], [-0.239463, -5.635128, -2.217178], [-2.911302, -5.127105, -3.206084], [-3.199897, -3.695676, -4.147119], [-2.079774, -4.886397, -4.728412], [-4.540291, -0.957886, 0.802029], [-3.418908, -1.765673, 1.738405], [-4.176024, 1.193453, 1.514282], [-3.308131, 2.560719, 2.078724], [-3.490641, -0.029654, 3.323080], [-0.664240, 1.022076, 3.063101], [-1.232832, -0.130961, 4.246651], [-1.270565, -0.553868, 2.552545], [-1.501813, 3.335775, 1.248326], [-0.053054, 4.472020, -2.187339], [1.154585, 3.700080, 1.659602], [2.018391, 4.961900, 0.754600], [-0.866283, 5.610364, 0.938828], [-0.227649, 5.353274, 2.542619], [0.473153, 6.588963, 1.445818], [0.554443, 1.379784, -3.276847], [1.214897, 2.749491, -2.459959], [1.847476, 1.178123, -2.072851], [-0.453322, 7.519371, -5.589365], [-0.164233, 7.546834, -4.092234], [-1.479115, 7.040074, -3.514790], [-2.028426, 6.139481, -4.481095], [-1.309432, 6.267941, -5.715309], [0.440280, 7.488866, -6.205392], [-1.032017, 8.400936, -5.874066], [0.647170, 6.852983, -3.855842], [0.110634, 8.530057, -3.714160], [-2.187412, 7.860661, -3.360826], [-1.351834, 6.513022, -2.566857], [-0.686805, 5.375021, -5.846014], [-2.019588, 6.316744, -6.540826], [-4.686533, -3.906711, 5.840187], [-5.232367, -4.458071, 4.526239], [-5.730319, -3.192543, 3.843522], [-4.883404, -2.126615, 4.293264], [-4.089708, -2.580139, 5.402997], [-3.957444, -4.555478, 6.321419], [-5.505941, -3.735759, 6.541660], [-4.422405, -4.906415, 3.945437], [-6.013548, -5.205652, 4.651800], [-6.759243, -2.961773, 4.135916], [-5.686799, -3.253395, 2.753536], [-3.057192, -2.703976, 5.056394], [-4.100559, -1.828374, 6.190796], [-3.524146, -5.019009, 10.415039], [-2.008370, -5.193154, 10.406297], [-1.637830, -4.602508, 9.053664], [-2.600042, -3.579181, 8.779580], [-3.684097, -3.680149, 9.709663], [-3.961870, -5.025288, 11.411513], [-3.995357, -5.812809, 9.830625], [-1.559838, -4.605269, 11.209775], [-1.683595, -6.226004, 10.519034], [-1.698638, -5.357686, 8.261415], [-0.638407, -4.166789, 9.039830], [-3.611378, -2.847762, 10.416935], [-4.628633, -3.593968, 9.170444], [3.871049, 10.362181, -7.634371], [4.167108, 10.385783, -6.137562], [2.858809, 9.869239, -5.555937], [2.310564, 8.971551, -6.526233], [3.022435, 9.105267, -7.761466], [4.762314, 10.333807, -8.258582], [3.286833, 11.241522, -7.913750], [4.981231, 9.695182, -5.906647], [4.438049, 11.369399, -5.758121], [2.145271, 10.684915, -5.396662], [2.993890, 9.338553, -4.612386], [3.647643, 8.216565, -7.898866], [2.308009, 9.156211, -8.583543], [8.829478, -4.539495, 0.796247], [9.337440, -4.688322, -0.634850], [8.250907, -3.973647, -1.424937], [7.738685, -2.944629, -0.570489], [8.219730, -3.145650, 0.763633], [9.606389, -4.641745, 1.551557], [8.057045, -5.285046, 0.998294], [10.290404, -4.167724, -0.749088], [9.475331, -5.721777, -0.947309], [7.430566, -4.654386, -1.678077], [8.622705, -3.522567, -2.345171], [8.970477, -2.378618, 0.979485], [7.392900, -3.027748, 1.465826]], "atomic_forces_ev_per_a": [[-0.20, 0.09, 0.35], [0.71, -0.20, 0.40], [-0.28, -0.16, -0.02], [0.06, 0.73, 0.25], [0.41, -0.43, -0.03], [-0.02, -0.15, 0.38], [-0.29, -0.29, 0.05], [0.19, 0.46, -0.03], [0.68, -1.26, -1.24], [-0.06, 0.22, 0.65], [-0.01, 0.48, -0.04], [-0.63, 0.38, 0.29], [0.31, 0.48, -0.23], [-1.55, -0.32, 0.40], [0.51, -0.01, -0.09], [0.07, 0.13, -0.41], [0.55, 0.25, 0.49], [-0.18, -0.10, -0.42], [0.11, 0.13, 0.06], [0.59, -1.08, -0.19], [-0.04, 0.52, -0.17], [0.10, -0.07, 0.07], [-0.03, 0.33, 0.46], [-0.14, 0.05, -0.47], [0.11, -0.36, -0.03], [-0.31, -0.01, -0.17], [-0.14, 0.13, 0.34], [0.41, -0.02, -0.03], [0.50, 0.40, -0.40], [-0.36, 0.40, 0.27], [0.12, 0.36, 0.57], [0.27, -0.82, -0.50], [0.26, 0.08, 0.17], [-0.19, 0.28, 0.17], [-0.17, -0.64, -0.23], [-0.24, -0.15, -0.13], [0.42, -0.07, 0.10], [-0.45, 0.01, 0.01], [-0.40, -0.28, -0.45], [0.03, -0.42, -0.37], [0.15, 0.23, -0.02], [-0.45, -0.19, -0.04], [-0.10, -0.16, 0.01], [0.15, 0.05, -0.18], [0.20, -0.01, 0.00], [-0.18, 0.06, -0.03], [-0.03, -0.02, -0.33], [-0.30, 0.01, -0.16], [-0.03, -0.15, -0.09], [-0.09, -0.08, -0.24], [-0.07, 0.25, 0.02], [-0.29, -0.21, 0.00], [0.08, 0.13, -0.17], [0.15, 0.27, -0.08], [-0.26, -0.16, -0.03], [-0.04, -0.15, 0.25], [0.06, 0.11, -0.17], [-0.15, -0.13, 0.21], [0.09, -0.11, 0.09], [-0.07, 0.02, -0.13], [0.38, -0.02, -0.05], [-0.06, -0.03, 0.13], [-0.21, -0.07, 0.03], [-0.10, -0.08, -0.06], [0.17, 0.25, -0.19], [-0.34, 0.15, 0.29], [0.04, 0.12, -0.06], [-0.05, -0.05, 0.16], [-0.05, -0.03, -0.17], [-0.09, 0.07, 0.19], [0.15, 0.11, -0.23], [0.21, 0.07, 0.24], [0.16, 0.08, 0.18], [-0.15, 0.10, 0.00], [0.07, 0.23, 0.22], [0.05, 0.16, 0.21], [0.15, -0.21, -0.20], [0.00, 0.22, 0.27], [0.18, -0.09, -0.12], [-0.15, 0.01, -0.05], [0.06, -0.13, -0.01], [-0.07, 0.10, -0.03], [0.09, -0.07, 0.04], [0.08, -0.05, 0.06], [0.03, 0.04, 0.02], [0.01, 0.00, -0.01], [0.00, 0.02, 0.03], [-0.01, 0.01, -0.01], [0.03, 0.02, 0.05], [-0.04, 0.01, 0.01], [0.01, 0.02, -0.06], [-0.06, -0.02, 0.04], [-0.15, -0.03, 0.07], [0.17, -0.04, 0.04], [-0.13, 0.10, 0.09], [0.12, -0.05, -0.18], [0.15, 0.00, -0.05], [0.03, 0.03, 0.01], [0.02, 0.01, 0.02], [-0.17, 0.02, 0.28], [-0.03, 0.02, 0.02], [-0.02, -0.05, -0.02], [-0.03, 0.14, 0.13], [0.03, -0.03, 0.08], [-0.03, 0.06, -0.06], [-0.02, -0.09, -0.09], [0.02, 0.08, 0.08], [-0.04, -0.05, -0.09], [-0.04, -0.08, -0.01], [0.05, 0.11, 0.07], [0.01, 0.02, 0.01], [-0.01, 0.01, 0.01], [0.01, -0.01, -0.01], [-0.01, -0.01, -0.02], [0.04, -0.04, 0.03], [-0.02, 0.05, -0.03], [-0.05, -0.02, 0.02], [0.02, 0.03, -0.05], [-0.08, 0.10, 0.01], [0.08, -0.10, 0.00], [-0.10, 0.07, -0.01], [0.11, 0.05, -0.03], [0.07, -0.09, 0.03], [0.01, -0.02, 0.01], [0.00, -0.01, -0.01], [0.00, 0.01, 0.01], [-0.02, 0.01, -0.01], [0.04, 0.02, 0.04], [-0.04, -0.05, -0.02], [0.02, 0.02, -0.05], [-0.05, -0.02, 0.04], [-0.10, -0.08, -0.02], [0.09, 0.08, 0.02], [-0.09, -0.05, -0.01], [-0.03, -0.06, 0.03], [0.10, 0.09, -0.02], [0.02, 0.02, -0.01], [0.00, 0.01, 0.02], [0.00, -0.01, -0.02], [-0.02, -0.01, 0.00], [0.04, -0.03, -0.03], [-0.03, 0.06, 0.01], [0.00, -0.02, 0.05], [-0.03, 0.03, -0.04]], "homo_ev": -10.798, "e_lumo_ha": -0.1523, "total_energy_ha": -4182.883719, "total_charge": 1, "molar_mass_g_mol": 1030.45, "fmax_ha_per_bohr": 0.0368}